(1)
# C26H38BF6N9O3SSbSiSm

A structure of composition C26H38BF6N9O3SSbSiSm in a non-equilibrium geometry (ωB97M-V/def2-TZVPD, the OMol25 dataset).

**⟨S²⟩**: 8.7562
**Frontier orbital gap (spin up / spin down)**: 6.952 / 6.951 eV
**Total energy**: -107262.049 eV

```
! wB97M-V def2-TZVPD RIJCOSX def2/J DEFGRID3
* xyz 2 6
Sm 1.3607 -0.7067 -0.8447
Sb 4.1504 -1.1567 -2.3255
S -1.6479 1.0860 -1.1705
Si -2.5723 4.3388 -1.1740
F 2.2485 -1.9658 -2.3783
F 5.7397 -0.2136 -1.9743
F 3.1658 0.4307 -1.4109
F 3.9065 -1.7956 -0.4703
F 4.6970 -2.8181 -3.0137
F 3.6292 -0.3234 -3.9667
O 1.0232 0.7624 -2.9363
O -1.2869 -2.9585 -0.2357
O -0.4096 -1.5129 -2.6351
N 0.0430 -1.8871 3.9002
N -0.7079 -0.7093 0.6208
N 0.6134 1.8143 -0.0531
N 1.8963 -0.6404 2.6045
N 1.3535 -2.7219 0.4674
N 0.9344 -2.7667 1.7517
N -1.3088 -1.9193 3.9249
N 2.4058 -0.2338 1.4179
N -0.4780 -0.6378 1.8701
C 2.7383 -0.3176 3.6058
C -1.6679 -2.4414 5.0766
C 0.9830 -4.0375 2.2060
C -0.7711 -2.8997 -2.5762
C -2.1267 -3.4736 0.7872
C -0.0739 -1.1183 -3.9702
C 0.5306 -2.4382 5.0398
C -0.9660 3.6370 -0.3594
C -1.8837 0.0438 0.3419
C 3.5850 0.3251 1.6896
C -2.5865 6.2076 -0.8731
C -0.5364 -2.7972 5.8257
C 1.5314 2.0814 -3.1536
C -2.3700 3.9019 -3.0175
C -1.8514 -3.1073 -1.5241
C -0.5596 2.3159 -0.4614
C 0.1477 0.3899 -4.0030
C -4.1004 3.4972 -0.4190
C 1.6680 -3.9701 0.1270
C -1.3354 0.2211 2.5179
C 1.4473 -4.8415 1.1935
C 1.4460 2.6640 0.5570
C 1.1285 3.9954 0.7752
C 3.8373 0.3035 3.0617
C -0.0731 4.4831 0.2950
C -2.2331 0.6897 1.6213
B 0.6491 -1.5118 2.5854
H 0.6992 -4.2985 3.2050
H -3.1430 -3.0698 0.7102
H -4.1162 3.5511 0.6647
H -1.7049 6.7006 -1.2704
H 2.5164 -0.5361 4.6302
H 1.5817 -2.5492 5.2116
H 0.5910 0.6597 -4.9696
H -2.2748 -4.1139 -1.6361
H 2.0668 -4.2115 -0.8447
H -0.8099 0.9184 -3.8840
H -2.6648 -0.6427 -0.0143
H -4.2023 2.4593 -0.7154
H -2.6697 6.4593 0.1799
H 2.1186 2.3652 -2.2825
H -2.1818 -4.5649 0.7270
H 4.7024 0.6783 3.5688
H -2.6635 -2.3772 -1.6764
H -1.6985 -3.1816 1.7439
H 1.6122 -5.8977 1.2221
H -3.0526 1.3603 1.7745
H -0.3300 5.5210 0.4316
H -1.5266 4.4191 -3.4672
H -3.4450 6.6479 -1.3692
H -2.7022 -2.5458 5.3324
H -3.2562 4.1939 -3.5718
H -2.2338 2.8315 -3.1605
H -0.5178 -3.2554 6.7928
H 2.1741 2.1019 -4.0385
H -0.8960 -1.3685 -4.6540
H 2.3902 2.2604 0.8919
H 1.8218 4.6350 1.2966
H 4.2248 0.7053 0.9117
H -4.9851 4.0171 -0.7708
H 0.7116 2.7908 -3.2877
H -1.2281 0.4365 3.5618
H 0.1035 -3.5079 -2.3115
H -1.1611 -3.2229 -3.5466
H 0.8335 -1.6382 -4.3033
*
```


(2)
# C26H38F3NO

An isolated molecule of C26H38F3NO in a non-equilibrium geometry (ωB97M-V/def2-TZVPD, the OMol25 dataset).

**Frontier orbital gap**: 4.799 eV
**Total energy**: -39263.117 eV

```
! wB97M-V def2-TZVPD RIJCOSX def2/J DEFGRID3
* xyz 0 1
F 0.5408 3.1602 2.4975
F 2.2998 3.6467 1.3182
F 0.5982 2.5292 0.4065
O 1.5663 -2.5106 -2.0416
N 1.4820 1.5780 5.6679
C 5.3029 2.3332 4.0797
C 1.5754 1.6152 -3.3477
C 4.1294 2.3661 3.1042
C 1.9913 0.3454 0.8596
C 1.4286 -1.9800 0.2482
C 2.0606 0.6745 -0.5485
C -0.1388 1.0464 7.3982
C -0.8370 1.0143 6.0293
C 1.3954 2.6199 1.5281
C 3.7023 2.1831 6.0604
C 2.7169 -0.5191 -3.8940
C 1.7370 -1.0177 1.1953
C 1.5238 -1.6136 -1.1763
C 1.6811 -0.2056 -1.5621
C 1.3212 1.4756 7.1406
C 2.7424 1.9107 3.5462
C 2.0076 1.3422 1.9890
C 0.2317 1.3549 4.9598
C 2.6458 1.8055 5.0546
C 4.9401 2.8364 5.4681
C 0.9298 -3.6501 2.0763
C -0.1663 -3.9669 -0.1211
C 0.2571 -0.4495 -3.7366
C 2.2544 -4.3649 0.0973
C 1.1065 -3.4647 0.5713
C 1.5514 0.1111 -3.0988
H 3.2305 2.9366 6.7437
H 1.8417 -3.3661 2.6156
H 3.9975 1.2481 6.6001
H 2.5454 2.0482 -3.0692
H 0.7275 -4.7121 2.2706
H 3.6871 -0.1482 -3.5307
H -0.1008 2.2129 4.3536
H 0.2493 -0.1338 -4.7921
H 2.0271 -5.3942 0.3907
H -0.6395 -0.0565 -3.2379
H 1.5427 2.4293 7.6585
H -1.6621 1.7444 5.9907
H 5.7423 2.5679 6.1422
H 1.5901 -1.2353 2.2691
H 2.1809 1.7148 -0.8474
H 0.3161 0.4990 4.2734
H -1.2319 0.0044 5.8285
H 0.0791 -3.0604 2.4441
H 0.7681 2.1230 -2.8023
H -0.1081 0.0534 7.8684
H 4.8761 3.9306 5.4986
H -0.6059 1.7612 8.0919
H 3.2051 -4.0621 0.5502
H 5.6429 1.2935 4.1793
H 4.4468 1.9762 2.1324
H 2.5912 -0.2426 -4.9535
H 1.4653 0.8635 2.8615
H 2.6760 -1.6117 -3.8023
H -0.3316 -5.0018 0.1943
H 3.8504 3.4085 2.9096
H -1.0403 -3.3710 0.1599
H 2.1267 2.9224 3.5540
H 1.4231 1.7858 -4.4213
H 2.3428 -4.3122 -0.9920
H 2.0404 0.7393 7.5322
H 0.2593 -1.5450 -3.7011
H 6.1181 2.9248 3.6480
H -0.0494 -3.9504 -1.2070
*
```


(3)
# C26H38Ge2N4O4PtSe

A structure of composition C26H38Ge2N4O4PtSe (ωB97M-V/def2-TZVPD, the OMol25 dataset).

**Frontier orbital gap**: 7.744 eV
**Total energy**: -223339.582 eV

```
! wB97M-V def2-TZVPD RIJCOSX def2/J DEFGRID3
* xyz 2 1
Pt -0.9414 2.6114 0.1197
Se 1.0141 3.7996 0.8000
Ge -2.4566 -0.9230 -1.0893
Ge -0.7224 0.9799 1.8471
O 0.1742 7.1176 -3.2700
O -0.6416 6.2618 -1.0862
O -1.4050 4.1585 -1.7769
O -2.1886 0.0598 -2.5327
N -2.8286 1.9236 -0.5995
N 3.4654 2.8426 1.7637
N 2.8294 1.5717 0.1240
N -3.3621 0.6797 -0.1034
C 5.6642 1.6776 2.2893
C 2.1286 1.0346 -1.0281
C 0.7441 1.0664 3.1407
C -4.0214 -2.0353 -1.2951
C 4.0582 1.0735 0.5724
C -0.0396 -3.7449 0.4263
C -0.8176 -0.0253 -4.5189
C -0.3593 -3.0772 -1.8597
C 0.4772 -5.2697 -1.3633
C -2.4175 0.9361 2.8971
C 0.4076 -4.9828 -0.0054
C -0.9082 -1.4388 -0.0572
C -0.8846 0.3801 -3.0666
C -0.3156 6.3391 -2.5799
C -0.3926 -0.7696 0.9787
C -0.4193 -2.7730 -0.4994
C -2.9963 -0.4593 3.1454
C -3.7762 -3.3480 -2.0478
C 4.4685 1.8899 1.6172
C -0.9340 5.2495 -1.8818
C 6.4250 0.6072 1.8609
C 4.8211 -0.0020 0.1373
C 0.0919 -4.3155 -2.2928
C 6.0123 -0.2170 0.8040
C 2.4916 2.6329 0.8660
C 0.5507 0.0435 4.2636
H 1.2349 1.6278 -1.2015
H 6.6465 -1.0388 0.5019
H -2.7277 1.7879 -1.6112
H 0.4528 -1.2776 1.4526
H -4.7170 -3.8848 -2.1587
H 1.6810 0.8643 2.6153
H -3.3779 -3.1673 -3.0462
H 3.4224 3.5690 2.4614
H 5.9874 2.3154 3.1003
H -2.1383 1.3909 3.8503
H 0.8217 -6.2399 -1.6945
H 0.8089 2.0785 3.5426
H -0.7384 1.4591 -2.9553
H -3.2135 0.6528 0.9092
H -0.1205 -3.5388 1.4866
H -3.0801 -3.9937 -1.5143
H -4.4130 -2.2324 -0.2926
H -4.3677 0.6242 -0.2759
H -3.8824 -0.4140 3.7784
H -3.1692 1.6274 2.4987
H 0.6911 -5.7334 0.7201
H -0.9433 -1.1027 -4.6329
H -0.3443 0.2491 4.8524
H 2.7826 1.0783 -1.8987
H -4.7602 -1.4252 -1.8226
H 0.1410 -4.5347 -3.3510
H -3.2790 -0.9820 2.2235
H 1.3968 0.0598 4.9507
H 0.1487 0.2527 -4.9415
H 1.8423 0.0008 -0.8327
H -0.6480 -2.3374 -2.6026
H 0.4683 -0.9761 3.8802
H -2.2678 -1.1028 3.6388
H -0.1101 -0.1200 -2.4771
H -3.5004 2.6708 -0.4292
H -1.5989 0.4722 -5.0918
H 4.5095 -0.6350 -0.6821
H 7.3665 0.4003 2.3502
*
```


(4)
# C26H38N4O9

A cluster of 7 separate species, C26H38N4O9 in total (ωB97M-V/def2-TZVPD, the OMol25 dataset).

**Structure (SMILES)**: O=C1OCCO1.O=C1OCCO1.O=C1OCCO1.c1ccncc1.CCCC#N.CCCC#N.CCCC#N
**Frontier orbital gap**: 10.200 eV
**Total energy**: -51965.674 eV

```
! wB97M-V def2-TZVPD RIJCOSX def2/J DEFGRID3
* xyz 0 1
O 1.2195 1.8707 -4.5397
O 1.3128 0.3860 -2.8976
O 1.7501 -7.6569 1.5620
O 1.2659 -2.5629 -2.8296
O -0.5511 0.5342 -4.1487
O 2.9705 -3.4276 -3.9569
O 0.6793 -6.3707 0.0557
O 1.9354 -5.4125 1.6249
O 3.3229 -2.5020 -1.9374
N -0.9492 -1.8840 0.7686
N 3.7080 2.8082 -0.1138
N -2.1757 -1.5634 8.4252
N -2.1060 3.5388 -5.5589
C -2.0059 0.6285 0.2413
C 0.6878 -2.9377 -4.0817
C 0.5394 0.9134 -3.8644
C 1.2349 -4.3325 0.9836
C -1.2108 3.9830 -3.1469
C -0.3637 -1.0645 -0.0943
C -2.6234 -0.2294 1.1430
C 1.4859 -6.5874 1.1276
C -2.0641 -1.4759 1.3529
C 0.7602 -4.9884 -0.2979
C 1.8957 -3.4391 -4.8888
C -3.7418 -1.7591 5.0886
C -0.0394 4.9493 -3.1131
C 2.0573 3.9629 1.5473
C 2.5167 1.1473 -2.7555
C 0.5748 5.0190 -1.7126
C -3.0591 -1.0558 7.8996
C 2.9662 3.3291 0.5908
C 1.7242 3.0257 2.7140
C -4.7677 -1.2762 6.1099
C 2.5913 -2.7954 -2.8259
C -1.7104 3.7341 -4.4989
C -0.8687 0.1923 -0.4097
C -4.1853 -0.4182 7.2338
C 1.2522 1.6532 2.2682
C 2.5737 1.9227 -4.0697
H -0.3644 5.9470 -3.4111
H 2.5912 2.9294 3.3697
H 0.6069 1.7121 1.3874
H 1.9403 -3.5216 0.8046
H 0.4468 -3.9275 1.6146
H 0.5726 -1.3680 -0.5530
H 1.4191 4.3358 -1.6023
H -2.5446 -2.1634 2.0417
H -2.9272 -2.3176 5.5577
H 2.5490 4.8638 1.9185
H -0.1755 4.7406 -0.9686
H 2.1590 -2.8102 -5.7396
H 1.5335 -4.8823 -1.0634
H -5.3099 -2.1225 6.5324
H -3.5110 0.0760 1.6808
H -0.1645 -4.5799 -0.6933
H 2.8363 2.9687 -3.9326
H -2.0432 4.4899 -2.6456
H -4.2142 -2.4638 4.4028
H 0.7147 4.6899 -3.8597
H -3.3013 -0.9336 4.5287
H 1.1451 4.2596 1.0290
H -0.0158 -3.7473 -3.8749
H -1.0030 3.0386 -2.6480
H 0.9199 6.0276 -1.4933
H 0.6718 1.1699 3.0553
H 3.3468 0.4589 -2.6200
H 3.2329 1.4651 -4.8058
H 1.7147 -4.4399 -5.2781
H 2.0793 0.9898 2.0175
H 2.4634 1.7880 -1.8791
H -4.9575 -0.2261 7.9781
H 0.9596 3.5209 3.3155
H -2.4220 1.6155 0.0751
H 0.1195 -2.1179 -4.5152
H -5.4988 -0.6759 5.5624
H -0.3487 0.8198 -1.1183
H -3.8234 0.5321 6.8356
*
```


(5)
# C26H38N8S

A structure of composition C26H38N8S in a non-equilibrium geometry (ωB97M-V/def2-TZVPD, the OMol25 dataset).

**Frontier orbital gap**: 7.915 eV
**Total energy**: -50328.315 eV

```
! wB97M-V def2-TZVPD RIJCOSX def2/J DEFGRID3
* xyz 0 1
S -6.2266 -0.7398 2.2790
N -2.1236 1.7882 -8.0318
N 5.2599 -0.8011 -2.5337
N -5.4830 0.7555 2.3763
N 5.9329 -7.5952 5.4387
N -5.3982 -1.5254 1.0284
N -8.3026 -0.9824 2.8860
N 0.4579 0.7702 -2.9572
N 4.1131 -2.6364 3.9451
C 4.3591 0.6561 2.1782
C -9.4255 -1.2494 2.9037
C -4.4929 -0.5489 0.6462
C 0.9598 3.0390 -0.5245
C 5.6775 -5.4653 3.9103
C -2.6501 1.6809 -0.0899
C -3.5731 1.8992 1.0221
C -0.3477 2.8669 0.3481
C -10.8664 -1.5959 2.9264
C 5.8215 -6.6658 4.7713
C 5.5004 -3.4107 -2.2910
C 5.3648 -1.9404 -2.4290
C 4.4030 0.3262 0.6218
C -1.6989 2.8610 -0.5107
C -2.4669 2.8847 -7.9972
C 3.0997 -0.4004 0.0834
C 1.9041 0.5685 -0.3348
C -2.6156 0.3661 -0.8248
C -0.3337 1.1905 -3.6783
C 2.1612 2.1049 -0.0783
C -4.5000 0.7710 1.3820
C -1.3568 1.7323 -4.6055
C -3.5062 -0.7150 -0.4655
C -2.9103 4.3000 -7.9525
C 2.2132 -1.7966 5.5616
C 3.2841 -2.2697 4.6517
H 4.5228 -3.8829 -2.3869
H 3.4058 -0.9425 -0.8581
H 5.1308 -5.7228 3.0036
H 6.1602 -3.7961 -3.0679
H 2.6538 -1.2831 6.4157
H -3.6446 4.4329 -7.1583
H 3.0633 2.4014 -0.6885
H 4.7221 1.2133 0.0003
H 5.2522 -0.4170 0.5042
H 1.6136 0.4112 -1.4216
H 5.1336 -4.6889 4.4437
H 3.4964 1.3035 2.4786
H 2.3389 2.3117 1.0097
H 4.3948 -0.3399 2.7291
H 0.7485 2.9282 -1.6205
H -1.8115 2.6248 -4.1740
H 5.9191 -3.6536 -1.3146
H 1.6290 -2.6448 5.9177
H -1.4093 2.7930 -1.6023
H -11.0207 -2.4958 3.5213
H -11.4356 -0.7764 3.3644
H 1.5555 -1.1079 5.0316
H -3.3615 4.5765 -8.9049
H 0.9999 0.2506 0.2647
H -1.9015 0.2222 -1.6723
H -0.3243 1.9806 1.0329
H 6.6615 -5.0856 3.6366
H -2.0564 4.9494 -7.7608
H 2.7411 -1.1454 0.8445
H 1.3226 4.1039 -0.3894
H -2.2368 3.8475 -0.3937
H -11.2209 -1.7740 1.9112
H -3.4897 -1.6758 -1.0350
H 5.2931 1.2560 2.3982
H -2.1320 0.9865 -4.7792
H -3.6328 2.8456 1.6050
H -0.8946 1.9923 -5.5572
H -0.4205 3.7789 1.0165
*
```


(6)
# C26H39As3CdF5N2O6P2S3

A structure of composition C26H39As3CdF5N2O6P2S3 in a non-equilibrium geometry (ωB97M-V/def2-TZVPD, the OMol25 dataset).

**Frontier orbital gap**: 6.986 eV
**Total energy**: -294619.467 eV

```
! wB97M-V def2-TZVPD RIJCOSX def2/J DEFGRID3
* xyz -1 1
Cd 0.2042 -0.0863 -0.0487
As 1.4266 2.4486 -0.2717
As -1.3621 6.7804 1.9863
As -1.9451 1.4384 0.6188
S -0.2917 -0.2953 -2.6039
S 0.3459 -3.2057 -3.1412
S -2.1382 -1.8256 1.5289
P 1.6225 -0.4829 2.7191
P 3.1306 -1.1877 -0.0789
F -7.3470 -4.5925 1.5288
F -5.7270 -4.6940 3.7375
F -6.5065 -3.2064 -0.6847
F -3.3337 -3.4557 3.7494
F -4.1150 -1.9564 -0.6958
O 0.6571 -1.7898 2.9318
O 2.1676 -0.0441 4.0136
O 2.2950 -0.1439 -0.7345
O 3.0014 -2.6113 -0.5408
O 4.6907 -0.7279 -0.2476
O 0.8745 0.4958 1.8564
N 2.8182 -2.8205 1.9487
N 0.0224 -2.1679 -0.7879
C -1.8276 3.4247 0.9108
C 0.2179 -3.5005 -0.5817
C 0.4236 -5.5186 0.6882
C -1.1577 3.9663 -1.4252
C 0.7143 -5.6087 -1.7015
C -5.3170 -4.0201 2.6426
C -5.7133 -3.2680 0.4044
C -0.1444 5.8636 3.2403
C 0.4522 -4.2531 -1.7518
C -6.1452 -3.9722 1.5245
C 0.1738 -4.1623 0.6427
C 3.0294 -1.3586 1.7877
C -3.6224 -2.6484 1.5261
C 0.7155 -6.2340 -0.4664
C -1.3195 5.7845 0.2438
C 0.0204 -1.8461 -2.0612
C 2.9805 2.6005 0.9143
C -4.0944 -3.3800 2.6384
C -2.9897 1.2276 2.2873
C -3.4770 1.3841 -0.6207
C 0.5572 4.1293 0.3922
C -4.4891 -2.6322 0.4104
C 4.3451 -0.9701 2.4216
C -0.9252 4.3066 0.0499
C 2.3725 3.1778 -1.8588
C -3.0547 6.0936 2.7479
H -0.1031 -3.6145 1.5286
H -3.9022 0.3841 -0.5646
H -0.2445 6.3479 4.2123
H -2.2040 4.1186 -1.6910
H -3.5031 0.2673 2.2860
H 2.8445 -3.1413 0.9038
H -0.2637 -1.6564 2.6499
H 3.3443 3.6323 0.9615
H -2.3347 5.9290 -0.1483
H -3.1372 1.5394 -1.6440
H 2.9182 4.0962 -1.6324
H -1.5273 3.5206 1.9582
H -4.2471 2.1155 -0.3634
H 2.7084 2.2622 1.9129
H 4.8320 -0.5590 -1.1789
H 5.1565 -1.5699 2.0097
H 1.6816 3.3529 -2.6813
H -0.8964 2.9178 -1.6070
H -3.7252 2.0324 2.3909
H 0.8897 5.9726 2.9213
H 0.9270 -7.2901 -0.4022
H -3.3221 6.6873 3.6229
H 4.2768 -1.0852 3.5025
H -0.5388 4.5986 -2.0617
H -2.9804 5.0527 3.0505
H 3.5364 -3.2572 2.5240
H 0.6771 4.0841 1.4758
H 3.7746 1.9555 0.5378
H -0.6632 6.3851 -0.3993
H -2.8600 3.7892 0.8182
H 3.0783 2.4086 -2.1719
H -0.3739 4.8096 3.3641
H 4.5571 0.0745 2.2118
H 0.8987 -6.1680 -2.6060
H -2.3006 1.2424 3.1336
H 1.1222 4.9956 0.0273
H 1.8725 -2.9495 2.3555
H -3.8579 6.1957 2.0190
H 0.3690 -6.0337 1.6367
*
```


> total energy of number 1 (C26H38BF6N9O3SSbSiSm)?

-107262.049 eV


> Among the records above, which one has the highest total energy?

C26H38F3NO